(1)
Density functional theory data (ωB97M-V with the def2-TZVPD basis set) for a 5-piece molecular cluster, C33H71BrIN6O9 overall at a distorted geometry.

```
121
Properties=species:S:1:pos:R:3:lowdin_charge:R:1
C -1.54048 7.12296 -1.11239 -0.148
C -0.29867 6.75067 -2.00970 -0.732
I 1.60746 7.02866 -1.03000 0.866
C -0.51212 5.31838 -2.63457 -0.142
N 0.25894 4.24328 -1.92702 -0.159
C -0.12177 3.94430 -0.69414 -0.019
C 0.49500 2.91600 0.08466 0.101
C 1.55296 2.25743 -0.63693 -0.111
C 2.37569 1.09654 -0.06092 -0.105
C 3.70308 1.55391 0.61560 -0.750
O 4.49350 2.26674 0.13211 0.072
Br 4.10768 0.84818 2.41770 0.755
C 1.83283 2.76045 -1.95342 -0.011
N 1.23652 3.72831 -2.63801 0.176
H -2.22672 7.73071 -1.75555 0.092
H -2.14837 6.22320 -0.80235 0.051
H -1.29463 7.76459 -0.24222 0.070
H -0.31355 7.46286 -2.86536 0.077
H -1.58173 5.01515 -2.53591 0.139
H -0.25919 5.34585 -3.71076 0.135
H -0.96769 4.50240 -0.24455 0.139
H 0.19633 2.64422 1.10681 0.137
H 1.74974 0.57248 0.69861 0.118
H 2.63598 0.40515 -0.89768 0.130
H 2.65914 2.25427 -2.49811 0.153
C 0.03537 -5.67679 -3.57643 -0.109
O -0.29545 -5.12688 -2.31101 -0.215
C 0.19113 -5.90037 -1.21596 -0.210
C 1.29238 -5.15163 -0.48163 -0.208
N 2.50742 -5.07348 -1.28815 -0.047
C 3.51097 -4.15351 -0.75781 -0.192
C 3.14258 -2.66934 -0.68940 -0.230
O 2.98754 -2.04450 -1.95961 -0.198
C 1.70290 -2.19788 -2.54707 -0.097
H -0.50030 -5.10915 -4.33739 0.093
H 1.10791 -5.58920 -3.77647 0.078
H -0.26977 -6.72449 -3.64332 0.089
H 0.52092 -6.89488 -1.53004 0.128
H -0.65058 -6.03463 -0.52937 0.114
H 1.51653 -5.66816 0.45620 0.126
H 0.90721 -4.15260 -0.24129 0.101
H 2.26384 -4.77302 -2.22357 0.067
H 4.39090 -4.24877 -1.40015 0.123
H 3.81230 -4.49302 0.23812 0.122
H 3.98139 -2.15009 -0.21322 0.117
H 2.27086 -2.47685 -0.05265 0.106
H 0.90773 -2.25036 -1.79865 0.089
H 1.67780 -3.07925 -3.18829 0.075
H 1.52059 -1.33019 -3.18522 0.083
C 9.34649 2.71309 6.78299 -0.113
O 9.74162 3.70135 5.84704 -0.195
C 10.14178 3.16472 4.58845 -0.211
C 9.13774 3.52998 3.50556 -0.210
N 7.87751 2.81375 3.68837 -0.048
C 6.78905 3.30360 2.84365 -0.220
C 6.30724 4.73986 3.06652 -0.221
O 5.66474 4.95077 4.31472 -0.182
C 6.54019 5.22192 5.39902 -0.094
H 9.20665 3.20233 7.74680 0.090
H 8.39685 2.25195 6.49294 0.076
H 10.11473 1.94279 6.89121 0.089
H 10.30448 2.08380 4.63657 0.122
H 11.09976 3.63117 4.34076 0.122
H 9.55596 3.27682 2.52681 0.123
H 8.98919 4.61558 3.54631 0.104
H 7.59004 2.89458 4.65561 0.067
H 5.93854 2.63807 3.01644 0.024
H 7.07437 3.18148 1.79332 0.119
H 5.54260 4.94334 2.30874 0.115
H 7.09541 5.48287 2.90301 0.112
H 7.43618 5.76148 5.08358 0.091
H 6.81429 4.29745 5.91048 0.071
H 6.00029 5.84045 6.11762 0.089
C -6.96371 -8.03370 -4.75894 -0.113
O -7.29781 -7.48636 -3.49465 -0.197
C -6.81007 -8.25380 -2.39650 -0.212
C -5.71331 -7.49986 -1.65969 -0.211
N -4.49565 -7.41858 -2.46235 -0.048
C -3.49435 -6.49548 -1.92970 -0.197
C -3.86217 -5.01105 -1.86224 -0.220
O -4.01283 -4.39009 -3.13059 -0.180
C -5.29476 -4.54065 -3.72014 -0.097
H -7.50144 -7.46895 -5.52043 0.089
H -5.89141 -7.94089 -4.95832 0.076
H -7.26366 -9.08281 -4.82619 0.089
H -6.47422 -9.24743 -2.70771 0.123
H -7.65290 -8.39036 -1.71254 0.121
H -5.49070 -8.01529 -0.72064 0.123
H -6.10173 -6.50230 -1.42145 0.103
H -4.73759 -7.11895 -3.39844 0.067
H -2.61287 -6.58969 -2.57004 0.105
H -3.19483 -6.83542 -0.93236 0.117
H -3.02353 -4.49433 -1.38433 0.112
H -4.73430 -4.81812 -1.22733 0.110
H -6.09154 -4.58899 -2.97395 0.089
H -5.32085 -5.42415 -4.36047 0.071
H -5.47269 -3.67385 -4.35914 0.087
C -6.59586 1.52804 -0.77183 -0.111
O -6.88876 2.07039 0.50482 -0.194
C -6.35904 1.30371 1.58359 -0.207
C -5.24297 2.06423 2.28319 -0.203
N -4.05391 2.15555 1.43675 -0.050
C -3.04364 3.08381 1.93510 -0.200
C -3.41500 4.56745 2.02094 -0.209
O -3.61380 5.19251 0.75823 -0.218
C -4.92182 5.03513 0.21792 -0.079
H -7.16305 2.09140 -1.51252 0.091
H -5.53093 1.62755 -1.00844 0.073
H -6.89175 0.47763 -0.83154 0.091
H -6.02786 0.31283 1.25889 0.124
H -7.17598 1.16046 2.29611 0.125
H -4.98386 1.54955 3.21271 0.126
H -5.62945 3.05813 2.53626 0.106
H -4.33158 2.45449 0.51005 0.065
H -2.18315 2.99480 1.26159 0.082
H -2.70751 2.74386 2.92016 0.124
H -2.56221 5.08749 2.47089 0.123
H -4.26291 4.75507 2.68581 0.117
H -5.68674 4.98058 0.99428 0.096
H -4.96751 4.15346 -0.42364 0.072
H -5.12957 5.90215 -0.41127 0.092
```

Values from the calculation:
- Orbital gap: 5.3 eV
- Charge: +1

(2)
Density functional theory data (ωB97M-V with the def2-TZVPD basis set) for C40H65I2N6O3P2Sn as an isolated structure.

```
119
Properties=species:S:1:pos:R:3:lowdin_charge:R:1
Sn -0.03418 -0.82735 0.13546 1.528
C 0.54554 -1.57603 5.50637 -0.034
C -0.43563 -1.68299 4.33228 -0.356
C 0.16753 -2.48598 3.18764 -0.105
C -1.07526 -0.35001 3.96418 -0.141
C -2.27330 -0.05109 4.60880 -0.019
C -2.95088 1.13571 4.39000 -0.034
C -2.44190 2.06359 3.49859 -0.020
C -1.26462 1.81517 2.80361 -0.151
C -0.64713 2.92217 1.96471 -0.377
C -0.08036 4.01422 2.87888 -0.034
C -1.64284 3.51897 0.97307 -0.054
C -0.59671 0.60163 3.04481 -0.209
N 0.66267 0.43754 2.36051 0.005
C 1.71029 0.54896 3.07256 -0.070
C 3.10965 0.47222 2.62897 -0.082
C 4.05674 0.79339 3.57856 0.030
C 5.41990 0.88321 3.26349 0.036
C 5.86055 0.67536 1.96645 -0.005
C 4.94086 0.38071 0.98209 0.042
C 3.55266 0.25790 1.28184 -0.201
N 2.73992 -0.17832 0.30792 0.154
C 3.04231 0.12706 -0.96181 -0.182
C 3.44953 1.46010 -1.35255 -0.084
C 3.74147 1.64672 -2.69078 0.015
C 3.68912 0.59552 -3.59713 0.044
C 3.26120 -0.68043 -3.21769 0.005
C 2.88993 -0.94009 -1.92098 -0.121
C 2.59860 -2.35118 -1.45187 -0.414
C 3.91095 -3.15027 -1.43790 -0.045
C 1.53486 -3.06097 -2.28793 -0.063
C 3.32928 2.66995 -0.45118 -0.362
C 2.18757 3.56752 -0.94909 -0.034
C 4.64439 3.44916 -0.36576 -0.022
H 0.76497 -2.56847 5.89801 0.095
H 0.13226 -0.98035 6.31928 0.095
H 1.49738 -1.13530 5.20668 0.062
H -1.27366 -2.28158 4.70137 0.137
H 1.16418 -2.14921 2.89419 0.065
H -0.48957 -2.48937 2.31159 -0.010
H 0.27333 -3.52579 3.49014 0.088
H -2.67105 -0.76696 5.31557 0.129
H -3.86257 1.34401 4.93072 0.123
H -2.95345 3.00663 3.36389 0.123
H 0.19233 2.50756 1.39630 0.103
H -0.88591 4.56504 3.36496 0.095
H 0.50795 4.72847 2.30302 0.082
H 0.55308 3.59880 3.66255 0.083
H -2.52226 3.90915 1.48326 0.085
H -1.96938 2.78208 0.23795 0.049
H -1.18563 4.35021 0.43462 0.087
H 1.59916 0.78743 4.13251 0.145
H 3.73836 0.99607 4.59228 0.136
H 6.13178 1.10662 4.04600 0.138
H 6.91478 0.70872 1.73497 0.137
H 5.27092 0.10529 -0.01052 0.140
H 4.01660 2.63165 -3.04140 0.133
H 3.98269 0.76951 -4.62410 0.137
H 3.25593 -1.47693 -3.94906 0.135
H 2.24895 -2.31114 -0.41000 0.065
H 4.32190 -3.22978 -2.44408 0.098
H 3.72742 -4.15725 -1.06654 0.004
H 4.66315 -2.68477 -0.80170 0.088
H 1.84310 -3.17232 -3.32814 0.096
H 0.57444 -2.53836 -2.27281 0.039
H 1.37270 -4.06037 -1.88380 0.054
H 3.06054 2.35220 0.55926 0.118
H 2.41242 3.99034 -1.92821 0.092
H 2.04884 4.39672 -0.25570 0.093
H 1.24823 3.01503 -1.01893 0.064
H 4.93346 3.85074 -1.33620 0.092
H 5.46288 2.82828 -0.00177 0.075
H 4.52484 4.29101 0.31406 0.100
C -3.63016 2.92331 -2.14639 -0.059
N -2.26818 2.42106 -2.33559 -0.296
C -1.35808 3.37846 -2.96817 -0.065
P -1.78533 0.87967 -2.31196 0.503
O -0.58510 0.60871 -1.40775 -0.454
O -3.09186 0.14326 -1.74173 -0.252
P -3.21381 -1.38087 -1.18468 0.495
O -1.80820 -1.83513 -0.86519 -0.530
N -3.90140 -2.30488 -2.30212 -0.291
C -3.24924 -3.47701 -2.89180 -0.064
C -5.26113 -2.03090 -2.77697 -0.058
N -4.24160 -1.16244 0.06526 -0.275
C -3.83899 -0.19807 1.09127 -0.074
C -4.86930 -2.36409 0.63851 -0.055
N -1.46348 0.34447 -3.80549 -0.279
C -0.34934 -0.51579 -4.17158 -0.065
C -2.45242 0.56730 -4.86192 -0.049
H -4.03020 3.28387 -3.09559 0.099
H -3.61380 3.75475 -1.44084 0.093
H -4.28112 2.14808 -1.75658 0.082
H -1.74762 3.69578 -3.93751 0.101
H -0.37326 2.93663 -3.11453 0.076
H -1.24907 4.25576 -2.32925 0.095
H -2.27295 -3.63185 -2.44192 0.035
H -3.13367 -3.34006 -3.96877 0.094
H -3.86126 -4.36330 -2.71812 0.101
H -5.69953 -1.20206 -2.22596 0.089
H -5.88379 -2.91439 -2.63468 0.100
H -5.24338 -1.78355 -3.83855 0.095
H -3.52360 0.74005 0.63853 0.075
H -3.03547 -0.59010 1.73510 0.079
H -4.69654 0.01285 1.72865 0.107
H -5.18241 -3.04325 -0.14941 0.082
H -5.75244 -2.05611 1.19510 0.103
H -4.19187 -2.88873 1.31741 0.086
H 0.39755 -0.50294 -3.38443 0.048
H 0.10360 -0.14339 -5.09215 0.103
H -0.67771 -1.54429 -4.34208 0.095
H -3.24098 1.23232 -4.51632 0.084
H -2.90623 -0.37851 -5.16389 0.095
H -1.97301 1.02113 -5.72967 0.103
I -1.28471 -4.94257 0.34822 0.809
C 0.19378 -6.28780 1.06696 -1.136
I 2.18561 -5.59111 0.85935 0.827
H 0.11233 -7.19724 0.48515 -0.031
H 0.00156 -6.47269 2.11571 -0.031
```

Values from the calculation:
- Orbital gap: 4.7 eV
- Energy above the lowest of the compared OMol25 structures with the same formula, charge and spin: 0.00 kJ/mol
- Charge: +3

(3)
Density functional theory data (ωB97M-V with the def2-TZVPD basis set) for C29H24MnN2O5P as an isolated structure.

```
62
Properties=species:S:1:pos:R:3:lowdin_charge:R:1
Mn -0.17680 0.39347 0.21519 0.890
C 4.48092 -0.24436 -0.51958 -0.050
O 4.25267 0.31191 0.77547 -0.096
C 3.70510 1.56974 0.77630 -0.225
C 4.48662 2.65447 1.09986 0.031
C 3.94181 3.93955 1.14927 -0.053
C 2.61038 4.11961 0.87161 -0.026
C 1.78626 3.03076 0.54178 -0.123
C 0.38866 3.28413 0.32992 -0.003
N -0.48564 2.36671 0.11908 -0.055
N -1.81730 2.73543 -0.00506 0.124
C -2.54116 1.66680 -0.11310 -0.361
O -1.98154 0.46095 -0.20606 -0.144
C -4.00719 1.74704 -0.17182 -0.151
C -4.65634 2.96417 0.02800 -0.016
C -6.03708 3.02326 -0.03046 -0.061
C -6.77479 1.87351 -0.28689 -0.066
C -6.13024 0.66099 -0.48441 -0.068
C -4.74736 0.59630 -0.42787 -0.023
C 2.33615 1.73553 0.48520 -0.205
O 1.62767 0.65515 0.14845 -0.166
H 5.21638 -1.03646 -0.40098 0.093
H 4.87392 0.51113 -1.20214 0.103
H 3.56144 -0.66511 -0.92950 0.070
H 5.53242 2.48139 1.31891 0.133
H 4.56543 4.78322 1.40731 0.114
H 2.17133 5.10850 0.91464 0.120
H 0.02459 4.30758 0.39085 0.148
H -4.07050 3.84907 0.23220 0.113
H -6.54177 3.96641 0.12868 0.110
H -7.85474 1.92263 -0.32984 0.110
H -6.70687 -0.23314 -0.68035 0.107
H -4.23320 -0.34350 -0.57857 0.101
O -1.75528 -0.73762 3.63320 0.158
C -1.14267 -0.84997 2.61973 -0.609
O -0.44598 0.13858 2.05566 -0.119
C -1.11507 -2.19886 1.85072 -0.151
P 0.03427 -1.97207 0.49115 1.135
C 1.64244 -2.69275 0.65734 -0.339
C 2.44623 -2.30571 1.73115 -0.064
C 3.69525 -2.88294 1.87926 -0.051
C 4.13630 -3.82399 0.95789 -0.047
C 3.34002 -4.19240 -0.12076 -0.055
C 2.08688 -3.62816 -0.28036 -0.069
C -0.59219 -1.97567 -1.17213 -0.369
C -1.87905 -2.37831 -1.52388 -0.067
C -2.41465 -1.96738 -2.73103 -0.041
C -1.68920 -1.13597 -3.57577 -0.033
C -0.40745 -0.73470 -3.23516 -0.037
C 0.14911 -1.14675 -2.03090 -0.117
H -2.12021 -2.42406 1.49194 0.108
H -0.80074 -2.99246 2.52705 0.116
H 2.10755 -1.54797 2.42713 0.124
H 4.32915 -2.58369 2.70221 0.122
H 5.11412 -4.27175 1.07768 0.118
H 3.69464 -4.92510 -0.83274 0.116
H 1.45850 -3.91511 -1.11402 0.113
H -2.46191 -2.99991 -0.85627 0.117
H -3.40924 -2.28619 -3.01256 0.122
H -2.12696 -0.80341 -4.50717 0.121
H 0.16199 -0.10187 -3.90231 0.122
H 1.16489 -0.86065 -1.77314 0.102
```

Values from the calculation:
- <S²>: 4.189
- 2S+1: 4
- Orbital gap (alpha / beta): 5.4 / 7.4 eV
- Energy above the lowest of the compared OMol25 structures with the same formula, charge and spin: 99.42 kJ/mol
- Charge: +1

(4)
Density functional theory data (ωB97M-V with the def2-TZVPD basis set) for a 9-piece molecular cluster, C6H33N2O8 overall at a distorted geometry.

```
49
Properties=species:S:1:pos:R:3:lowdin_charge:R:1
N 0.93937 1.33359 0.86785 0.202
C 0.56348 0.67009 -0.40359 -0.234
C -0.41176 -0.50853 -0.15293 -0.172
C -1.41897 -0.83170 -1.19846 -0.230
C -2.25217 -2.04904 -0.77458 -0.089
C 1.85230 0.17499 -1.09565 -0.171
N 2.15512 0.89984 -2.30720 -0.121
C 1.47132 0.42518 -3.48403 -0.114
H 1.73529 0.90193 1.35596 0.128
H 0.13017 1.24626 1.48418 0.105
H 0.98759 2.35190 0.81234 0.169
H 0.01364 1.38418 -1.04481 0.137
H 0.24843 -1.35018 0.04837 0.098
H -0.88588 -0.28838 0.80965 0.105
H -0.90117 -1.14769 -2.11485 0.088
H -1.98814 0.04286 -1.45844 0.105
H -1.72170 -3.00813 -0.67286 0.075
H -2.75283 -1.94359 0.18525 0.066
H -3.08912 -2.35948 -1.44731 0.096
H 2.76965 0.25432 -0.46773 0.139
H 1.91387 -0.88058 -1.35620 0.116
H 2.99931 1.42648 -2.43736 0.114
H 0.96357 -0.53539 -3.36318 0.072
H 2.03854 0.39348 -4.42735 0.093
H 0.67576 1.11956 -3.80510 0.058
H 1.30060 -0.99486 3.15217 0.001
H 2.83307 -0.65568 3.40783 0.067
O 2.14120 -0.72341 2.72386 -0.082
H 1.17205 -4.61057 0.29148 0.072
H 1.82420 -3.36086 0.86607 0.048
O 1.27301 -3.66185 0.14260 -0.045
H -0.94235 3.69538 -3.34954 0.047
H 0.18930 2.78975 -2.81089 0.005
O -0.72710 3.05095 -2.67475 -0.058
H 0.67093 3.11369 3.77941 0.065
H -0.53051 2.38034 3.00175 -0.008
O 0.43673 2.45368 3.12033 -0.070
H 0.98064 -3.23407 -1.69359 0.004
H -0.21207 -2.57692 -2.31082 -0.033
O 0.42285 -3.27006 -2.50120 -0.061
H -0.77596 -1.76723 2.50348 0.042
H -0.47607 -2.77770 3.47048 0.073
O -0.19459 -1.88214 3.26572 -0.032
H -2.34707 1.52881 3.91540 0.080
H -2.91348 1.58810 2.55679 0.066
O -2.07967 1.74594 3.01492 -0.035
H -2.94925 2.83536 -0.60765 0.037
H -4.25271 2.15415 -0.81648 0.046
O -3.51522 2.16002 -0.19604 -0.061
```

Values from the calculation:
- Orbital gap: 9.0 eV
- Energy above the lowest of the compared OMol25 structures with the same formula, charge and spin: 271.46 kJ/mol
- Charge: +1